DFT (ωB97M-V with the def2-TZVPD basis set) results for a cluster of 5 separate species, C3H15NO4 in total in a non-equilibrium geometry.

Structure (XYZ):
```
23
Properties=species:S:1:pos:R:3:mulliken_spin:R:1
O 1.5926 1.2065 -0.6121 0.006
O -1.1974 0.7149 -1.1816 0.004
O 2.0828 1.1591 2.0956 0.001
O -2.1411 2.8976 -2.6592 0.001
N -0.3542 -0.6829 2.4464 0.304
C 0.3694 -1.5383 0.3768 0.431
C -0.6627 -1.2641 1.2791 0.150
C 0.1872 -2.4970 -0.7753 0.039
H -1.4844 1.5957 -1.4736 0.000
H -1.1873 -0.2865 2.8651 -0.006
H -0.2776 -1.9402 -1.5956 0.033
H 1.1415 -2.9750 -0.9802 0.004
H -1.1907 2.9414 -2.7938 0.000
H 0.5631 -0.2283 2.4618 -0.007
H 0.6536 1.1611 -0.8199 -0.003
H -0.6641 0.0074 -0.8617 -0.008
H 1.3346 -1.0791 0.5754 0.024
H -1.6428 -1.6551 1.0199 0.006
H 1.7887 0.8030 2.9187 0.002
H 2.1938 1.8179 -0.1925 0.000
H -0.5570 -3.2389 -0.4704 0.018
H -2.3139 1.9664 -2.8003 0.000
H 1.7659 1.1145 1.1773 0.000
```

Computed properties:
Orbital gap (alpha / beta)   10.8 / 7.9 eV
E_HOMO (alpha / beta)   -0.5462 / -0.5637 hartree
⟨S²⟩   0.7604
E_tot   -478.6118 Eh
Net charge   +1
LUMO level (alpha / beta)   -0.148 / -0.272 hartree
Multiplicity   2


DFT (ωB97M-V with the def2-TZVPD basis set) results for a cluster of 4 separate species, C3H16NO5 in total in a non-equilibrium geometry.

Structure (XYZ):
```
25
Properties=species:S:1:pos:R:3:mulliken_charge:R:1
O -1.5765 1.1194 1.6829 -0.706
O -0.4027 -1.4997 -1.4570 -0.458
O -1.5714 0.7478 -2.3211 -0.681
O -1.6149 2.9451 -0.4310 -0.659
O 1.5927 -0.4698 2.3268 -0.569
N 0.3154 0.1509 0.2941 -0.265
C 1.3619 -0.8248 -0.1155 0.169
C 2.1951 -1.1527 1.2268 -0.486
C 0.7930 -1.9828 -0.8731 -0.757
H -0.7251 -2.1711 -2.0728 0.327
H 3.2206 -0.8748 1.0611 0.266
H -2.2467 0.2225 -1.8293 0.327
H -0.9934 3.6688 -0.5475 0.326
H 0.1563 0.7228 -0.5409 0.300
H -1.5413 2.3520 -1.1989 0.364
H 0.5815 -2.9955 -0.4120 0.364
H -2.1035 0.7684 -3.1332 0.290
H -0.5592 -0.2861 0.6395 0.395
H 1.5354 -2.3856 -1.6182 0.374
H 2.1179 -0.3582 -0.7434 0.315
H -1.9066 1.7079 0.9668 0.404
H 0.5453 0.6645 1.1467 0.389
H -1.1496 1.7809 2.2465 0.313
H 1.1742 -1.0713 2.9530 0.324
H 1.9845 -2.1997 1.5184 0.334
```

Computed properties:
Orbital gap   11.3 eV
E_HOMO   -0.5257 hartree
E_tot   -554.5851 Eh
Net charge   +1
LUMO level   -0.109 hartree
Multiplicity   1


DFT (ωB97M-V with the def2-TZVPD basis set) results for a cluster of 5 separate species, C3H16O4 in total in a non-equilibrium geometry.

Structure (XYZ):
```
23
Properties=species:S:1:pos:R:3:mulliken_charge:R:1
O -3.2786 0.3717 -1.4933 -0.575
O 2.6022 -1.2339 -2.4509 -0.609
O -1.6688 0.9568 3.4312 -0.622
O 2.4158 -1.0644 3.5110 -0.630
C -0.2162 0.4761 -0.4267 0.100
C 0.3582 1.2287 -1.6090 -1.274
C -0.3093 -1.0413 -0.6103 -1.046
H -2.1440 0.6079 2.6713 0.298
H 0.3924 2.2896 -1.3193 0.361
H 3.3418 -1.0666 3.7827 0.315
H 0.6421 -1.5638 -0.6131 0.233
H -0.9117 -1.3759 0.2445 0.330
H -2.9089 0.2059 -0.6224 0.265
H 3.5492 -1.1218 -2.5759 0.303
H -1.9971 1.8531 3.4038 0.319
H 0.4358 0.6964 0.4266 0.232
H 2.4841 -1.9993 -1.8873 0.322
H 1.4071 1.0121 -1.8076 0.291
H 2.2553 -0.1317 3.3529 0.314
H -4.2146 0.2483 -1.2885 0.305
H -0.8282 -1.3401 -1.5228 0.362
H -1.1703 0.8809 -0.0832 0.095
H -0.2366 1.1112 -2.5138 0.308
```

Computed properties:
Orbital gap   11.4 eV
E_HOMO   -0.4054 hartree
SMILES   CCC.O.O.O.O
E_tot   -424.8241 Eh
LUMO level   0.015 hartree
Multiplicity   1


DFT (ωB97M-V with the def2-TZVPD basis set) results for a cluster of 6 separate species, C3H16O5 in total.

Structure (XYZ):
```
24
Properties=species:S:1:pos:R:3:mulliken_charge:R:1
O -0.2306 -1.7497 -2.0681 -0.713
O -1.4621 -2.0289 1.6273 -0.699
O -2.2341 -0.6584 -0.6438 -0.765
O -1.8946 2.1692 0.0510 -0.699
O 0.7774 -2.9185 0.1896 -0.767
C 0.9036 1.1881 1.4422 -0.666
C 1.2837 1.2190 0.1682 0.017
C 2.2867 2.1804 -0.3995 -1.141
H 1.8626 2.7674 -1.2153 0.269
H -2.1286 -1.0653 0.2293 0.405
H -1.9536 2.8528 -0.6208 0.320
H 0.4538 -2.6417 -0.6899 0.411
H -2.1913 0.2992 -0.4883 0.358
H -1.9939 -2.7330 1.9970 0.285
H -1.0205 -1.3341 -1.6390 0.455
H 0.9105 0.4675 -0.5165 0.360
H -0.9365 2.1679 0.2436 0.365
H 1.3152 1.9444 2.1022 0.197
H 3.1546 1.6467 -0.7901 0.296
H 0.2069 0.4595 1.8292 0.360
H 2.6378 2.8490 0.3865 0.312
H -0.6955 -2.4635 1.1657 0.433
H 1.5183 -2.3152 0.3970 0.316
H -0.5697 -2.3025 -2.7576 0.290
```

Computed properties:
Orbital gap   10.8 eV
E_HOMO   -0.3724 hartree
SMILES   C=CC.O.O.O.O.O
E_tot   -500.1028 Eh
LUMO level   0.025 hartree
Multiplicity   1